i) The ion C6H8NO with charge +1. Source: the OMol25 dataset; level of theory: wB97M-V/def2-TZVPD.

Summary:
- HOMO energy: -0.5196 Eh
- Net charge: +1

CARTESIAN COORDINATES (ANGSTROEM)
1 C 1.05109 -0.93614 1.91266
2 C 1.39591 0.30824 1.69661
3 C -1.09233 0.30602 0.72539
4 C -1.53725 0.20428 -0.66847
5 C -0.21565 0.42912 -1.55524
6 C 0.16184 -0.18963 1.13006
7 N 0.85136 -0.46827 -1.07183
8 O -1.82087 0.64772 1.62277
9 H 1.14662 -1.91827 2.39216
10 H 1.96535 1.22672 1.92791
11 H -2.03435 -0.79559 -0.75736
12 H -2.30040 0.94989 -0.83792
13 H -0.42772 0.33122 -2.64304
14 H 0.04937 1.38764 -1.22591
15 H 1.00132 -1.43217 -1.42536
16 H 1.80571 -0.05080 -1.22243

Atomic partial charges in e from the natural (NBO) method, atoms 1 to 2: C -0.047; C -0.019



ii) The ion C6H8NO with charge +1. Source: the OMol25 dataset; level of theory: wB97M-V/def2-TZVPD.

Summary:
- HOMO energy (alpha / beta): -0.4523 / -0.4691 Eh
- Net charge: +1

CARTESIAN COORDINATES (ANGSTROEM)
1 C 0.81403 -0.59078 -2.22809
2 C 1.34605 0.32622 -1.47842
3 C 0.64288 -1.13946 0.44614
4 C 0.31811 -0.62394 -0.86882
5 C 0.21988 -0.22784 1.44644
6 C -0.69413 0.80648 0.76283
7 N -0.96902 0.11620 -0.52053
8 O -1.80628 1.25474 1.29658
9 H 0.66975 -1.05931 -3.11852
10 H 2.18859 0.93879 -1.24169
11 H 1.69564 -1.53674 0.62581
12 H -0.48599 -0.54338 2.19394
13 H 1.00127 0.22529 1.96909
14 H -1.43249 0.81330 -1.13842
15 H -1.71534 -0.60337 -0.27067
16 H -1.79295 1.84379 2.12434

Atomic partial charges in e from the natural (NBO) method, atoms 1 to 2: C -0.123; C -0.109



Sorted by energy, starting with the most stable: i), ii).



i) The ion C2H6ClNO2P with charge -1. Source: the OMol25 dataset; level of theory: wB97M-V/def2-TZVPD.

Summary:
- Structure (SMILES): COC[N-]P(O)Cl
- HOMO energy: -0.1496 Eh
- Net charge: -1

CARTESIAN COORDINATES (ANGSTROEM)
1 C -0.97923 -1.30775 -0.41820
2 O -0.83733 0.01752 -0.84116
3 C -0.79721 0.99319 0.21445
4 N 0.37746 1.78804 0.26120
5 P 1.83093 1.23025 0.48203
6 O 2.11500 -0.01712 -0.62980
7 Cl 1.68170 -0.25519 2.11346
8 H -0.42986 -1.49900 0.50910
9 H -0.56625 -1.96309 -1.18828
10 H -2.03433 -1.57884 -0.26437
11 H -1.65742 1.65490 0.03787
12 H -0.97931 0.48147 1.17181
13 H 2.27585 0.45562 -1.44809

Atomic partial charges in e from the natural (NBO) method, atoms 1 to 2: C -0.245; O -0.578



ii) The ion C2H6ClNO2P with charge -1. Source: the OMol25 dataset; level of theory: wB97M-V/def2-TZVPD.

Summary:
- Structure (SMILES): CN(CO)P([O-])Cl
- HOMO energy: -0.1400 Eh
- Net charge: -1

CARTESIAN COORDINATES (ANGSTROEM)
1 C -0.54678 0.85662 0.33348
2 N 0.03520 0.24279 -0.84065
3 C 0.36177 -1.14430 -0.68091
4 O -0.74065 -2.08368 -0.56558
5 P 1.18827 1.38273 -1.73053
6 O 0.73953 2.74187 -1.39765
7 Cl 2.87293 1.05700 -0.43001
8 H 0.04780 0.65154 1.23787
9 H -0.55679 1.93850 0.16703
10 H -1.57491 0.50914 0.49100
11 H 0.93779 -1.32868 0.24085
12 H 0.96681 -1.43419 -1.54847
13 H -1.40864 -1.78193 -1.19248

Atomic partial charges in e from the natural (NBO) method, atoms 1 to 2: C -0.441; N -0.781



Sorted by energy, starting with the most stable: ii), i).



i) A cluster of 2 separate species, C3H4Cl2N3 in total. Source: the OMol25 dataset; level of theory: wB97M-V/def2-TZVPD.

Summary:
- HOMO energy: -0.5375 Eh
- Net charge: +1

CARTESIAN COORDINATES (ANGSTROEM)
1 C 0.03384 -0.39169 -0.74522
2 C 0.33114 1.72429 0.14846
3 C -1.34881 0.26975 1.00100
4 N 0.62516 0.78090 -0.72638
5 N -1.16412 -0.49143 -0.17951
6 N -0.49749 1.31111 1.18042
7 Cl 2.09040 -2.51012 0.23104
8 Cl -2.33903 -1.67587 -0.51401
9 H 0.24169 -1.10829 -1.56055
10 H 0.69614 2.77845 0.14217
11 H 2.01354 -2.48366 -1.03601
12 H -0.68245 1.79657 2.05861

Atomic partial charges in e from the natural (NBO) method, atoms 1 to 2: C 0.363; C 0.363



ii) The ion C3H4Cl2N3 with charge +1. Source: the OMol25 dataset; level of theory: wB97M-V/def2-TZVPD.

Summary:
- HOMO energy: -0.4941 Eh
- Net charge: +1

CARTESIAN COORDINATES (ANGSTROEM)
1 C 1.48970 -1.09974 -0.31616
2 C 0.65228 0.09934 -0.06358
3 C 2.62102 1.57167 -0.22883
4 N 2.57002 -1.39412 0.28373
5 N 1.17540 1.34263 -0.10298
6 N -0.63718 -0.13510 0.19327
7 Cl 3.05078 3.10862 0.04855
8 Cl 3.41887 -2.75141 0.00290
9 H 0.93518 -1.79689 -0.89576
10 H 0.58287 2.16572 -0.04049
11 H -0.75738 -1.01844 0.49236
12 H -1.37192 0.57554 0.50067

Atomic partial charges in e from the natural (NBO) method, atoms 1 to 2: C -0.044; C 0.570



Sorted by energy, starting with the most stable: i), ii).